# 1
# CH4NOPS

The molecule CH4NOPS at a distorted geometry (the ωB97M-V functional and the def2-TZVPD basis, the Open Molecules 2025 dataset).

Output
frontier orbital gap (alpha / beta): 6.793 / 7.887 eV
2S+1: 3
largest force on an atom: 0.07680 Eh/bohr
energy: -909.82370 Eh
energy relative to the best compared isomer or geometry (same formula, charge and spin): 73.69 kcal per mole

Element x y z (Å)
C1 0.2929 -0.7239 -0.9670
N1 -0.3376 1.2037 0.6012
O1 0.1328 1.2015 -0.6607
P1 0.1952 -1.4053 0.6969
S1 0.7566 0.4046 1.6759
H1 -0.5350 -0.8939 -1.6352
H2 1.2694 -0.7392 -1.4320
H3 -0.5893 2.1469 0.8757
H4 -1.1851 -1.1944 0.8451

Atomic partial charges in e from the natural (NBO) method, atoms 1 to 2:
1. C -0.70
2. N -0.31

=====

# 2
# CH4NOS

A cluster of 2 separate species, CH4NOS in total at a distorted geometry (the ωB97M-V functional and the def2-TZVPD basis, the Open Molecules 2025 dataset).

Output
net charge: -1
frontier orbital gap: 7.550 eV
largest force on an atom: 0.04656 Eh/bohr
energy: -568.73953 Eh
energy relative to the best compared isomer or geometry (same formula, charge and spin): 7.03 kcal per mole

Element x y z (Å)
S1 0.6814 -2.3376 -0.4610
H1 0.6820 -2.7287 -1.7697
C1 -0.6330 1.2487 0.1407
N1 0.3177 0.4423 0.6595
O1 -1.0210 2.3108 0.6125
H2 -1.0502 0.7889 -0.7725
H3 0.5500 0.6560 1.6162
H4 0.4730 -0.3804 -0.0257

Atomic partial charges in e from the natural (NBO) method, atoms 1 to 2:
1. S -0.97
2. H 0.10

=====

# 3
# CH4NOS2

A cluster of 2 separate species, CH4NOS2 in total at a distorted geometry (the ωB97M-V functional and the def2-TZVPD basis, the Open Molecules 2025 dataset).

Output
net charge: +1
frontier orbital gap (alpha / beta): 5.454 / 5.410 eV
largest force on an atom: 0.05075 Eh/bohr
energy: -966.49032 Eh
energy relative to the best compared isomer or geometry (same formula, charge and spin): 69.84 kcal per mole

Element x y z (Å)
C1 0.3327 -0.4029 -0.6130
N1 0.1907 0.1810 -1.7551
O1 0.7350 -1.6193 -0.7087
S1 -0.0310 0.1518 0.9222
S2 -0.9091 2.1936 3.0835
H1 -1.1943 0.8977 3.2764
H2 -0.2768 1.0191 -1.8446
H3 0.5687 -0.3493 -2.5288
H4 0.5841 -2.0717 0.1681

Atomic partial charges in e from the natural (NBO) method, atoms 1 to 2:
1. C 0.44
2. N -0.71

=====

# 4
# CH4NP

A cluster of 3 separate species, CH4NP in total at a distorted geometry (the ωB97M-V functional and the def2-TZVPD basis, the Open Molecules 2025 dataset).

Output
frontier orbital gap (alpha / beta): 8.162 / 8.162 eV
largest force on an atom: 0.08882 Eh/bohr
energy: -436.44730 Eh
energy relative to the best compared isomer or geometry (same formula, charge and spin): 73.21 kcal per mole

Element x y z (Å)
C1 1.2482 -0.3487 0.6861
N1 0.0975 -0.7040 0.4787
P1 -1.3807 -0.4636 0.1176
H1 1.8107 -0.6235 1.4562
H2 -0.1056 1.4636 -0.7576
H3 -0.2639 2.2136 -1.1612
H4 -1.4063 -1.5373 -0.8198

Atomic partial charges in e from the natural (NBO) method, atoms 1 to 2:
1. C 0.07
2. N -0.67

=====

# 5
# CH4O2

A cluster of 2 separate species, CH4O2 in total at a distorted geometry (the ωB97M-V functional and the def2-TZVPD basis, the Open Molecules 2025 dataset).

Output
frontier orbital gap (alpha / beta): 9.142 / 8.215 eV
largest force on an atom: 0.07102 Eh/bohr
energy: -190.83834 Eh
energy relative to the best compared isomer or geometry (same formula, charge and spin): 70.30 kcal per mole

Element x y z (Å)
C1 -0.1351 -0.7814 -0.1153
O1 -1.0749 -0.0226 -0.5952
O2 1.0898 1.0706 0.7401
H1 -0.0749 -1.1730 0.9025
H2 0.5081 -1.3055 -0.9369
H3 -1.1588 0.6785 0.0680
H4 0.8457 1.5334 -0.0632

Atomic partial charges in e from the natural (NBO) method, atoms 1 to 2:
1. C 0.27
2. O -0.63

=====

# 6
# CH4O2

A cluster of 2 separate species, CH4O2 in total (the ωB97M-V functional and the def2-TZVPD basis, the Open Molecules 2025 dataset).

Output
structure (SMILES): C=O.O
frontier orbital gap: 11.251 eV
largest force on an atom: 0.01620 Eh/bohr
energy: -190.94472 Eh
energy relative to the best compared isomer or geometry (same formula, charge and spin): 3.55 kcal per mole

Element x y z (Å)
O1 -0.0160 -0.7242 0.6096
C1 -0.1067 -1.3843 -0.3869
H1 0.4340 -1.0867 -1.2982
H2 -0.7393 -2.2824 -0.4358
H3 0.7188 1.3494 0.5082
H4 -0.5941 1.9042 0.4360
O2 0.3033 2.2239 0.5670

Atomic partial charges in e from the natural (NBO) method, atoms 1 to 2:
1. O -0.52
2. C 0.29

=====

# 7
# CH4O3

A cluster of 2 separate species, CH4O3 in total at a distorted geometry (the ωB97M-V functional and the def2-TZVPD basis, the Open Molecules 2025 dataset).

Output
structure (SMILES): O=CO.O
frontier orbital gap: 10.847 eV
largest force on an atom: 0.09620 Eh/bohr
energy: -266.20543 Eh
energy relative to the best compared isomer or geometry (same formula, charge and spin): 19.20 kcal per mole

Element x y z (Å)
O1 -2.7784 2.5700 0.6016
H1 -3.1797 2.1657 -0.2008
H2 -2.2156 1.8585 0.9828
O2 2.1672 -0.5797 -0.1408
O3 0.0000 0.0000 0.0000
C1 1.0605 -0.6166 0.4205
H3 -0.6830 -0.1039 0.7175
H4 0.8499 -1.2209 1.3250

Atomic partial charges in e from the natural (NBO) method, atoms 1 to 2:
1. O -0.93
2. H 0.47

=====

# 8
# CH4O3PS

A cluster of 2 separate species, CH4O3PS in total at a distorted geometry (the ωB97M-V functional and the def2-TZVPD basis, the Open Molecules 2025 dataset).

Output
net charge: -1
frontier orbital gap: 7.702 eV
largest force on an atom: 0.06589 Eh/bohr
energy: -1005.83159 Eh
energy relative to the best compared isomer or geometry (same formula, charge and spin): 39.83 kcal per mole

Element x y z (Å)
C1 -2.0116 0.1308 0.1772
O1 -0.0633 -0.6158 0.5301
O2 -2.7565 -0.8139 0.1398
O3 0.8879 1.2970 -0.7934
P1 1.0712 0.3271 0.7472
S1 2.9224 -0.9518 0.2730
H1 -1.9666 0.6646 1.0541
H2 -1.5636 0.6199 -0.6311
H3 1.9122 -1.7178 -0.1372
H4 1.5678 1.0599 -1.3597

Atomic partial charges in e from the natural (NBO) method, atoms 1 to 2:
1. C 0.33
2. O -1.15

=====

# 9
# CH4O3S

A cluster of 2 separate species, CH4O3S in total at a distorted geometry (the ωB97M-V functional and the def2-TZVPD basis, the Open Molecules 2025 dataset).

Output
frontier orbital gap: 9.256 eV
largest force on an atom: 0.06110 Eh/bohr
energy: -664.22625 Eh
energy relative to the best compared isomer or geometry (same formula, charge and spin): 122.92 kcal per mole

Element x y z (Å)
C1 -1.3357 3.0071 0.5003
O1 -0.5390 0.7463 0.1708
O2 0.4431 -2.3300 1.0596
O3 -0.5631 -3.0922 0.3950
S1 -1.7681 1.5504 0.0354
H1 -0.3443 3.0927 0.7017
H2 -1.3247 -2.4534 0.2870
H3 -1.9639 3.7419 0.7945
H4 1.0448 -3.0407 1.3821

Atomic partial charges in e from the natural (NBO) method, atoms 1 to 2:
1. C -0.71
2. O -0.90

=====

# 10
# CH4O3S

A cluster of 2 separate species, CH4O3S in total at a distorted geometry (the ωB97M-V functional and the def2-TZVPD basis, the Open Molecules 2025 dataset).

Output
frontier orbital gap: 9.424 eV
largest force on an atom: 0.07582 Eh/bohr
energy: -664.27111 Eh
energy relative to the best compared isomer or geometry (same formula, charge and spin): 94.77 kcal per mole

Element x y z (Å)
C1 -0.4407 0.2278 0.7766
O1 0.6048 -0.4598 0.1482
O2 -0.4279 0.0078 2.1226
O3 -0.5563 1.5619 0.5988
S1 -0.4044 1.9046 -1.0461
H1 -1.9788 -0.4257 0.0121
H2 0.8738 -0.0048 -0.6624
H3 -0.4017 -0.8828 2.5295
H4 -1.4549 1.2797 -1.5785

Atomic partial charges in e from the natural (NBO) method, atoms 1 to 2:
1. C 0.82
2. O -0.73

=====

Q: Look up the largest force on an atom of the fourth one.
A: 0.08882 Eh/bohr